Here is the ion C23H16F3N2 with charge +1 from the OMol25 dataset. Energies are from wB97M-V/def2-TZVPD.

The value obtained for the energy relative to the best compared isomer or geometry (same formula, charge and spin) is 0.0 kcal per mole. The calculation puts the HOMO-LUMO gap at 7.30 eV. The value obtained for the molar mass is 377.4 g/mol. For the LUMO energy, the calculation gives -5.1213 eV. As for the SMILES: N#Cc1ccc2c(c1)[C@@H]([C@H](c1ccccc1)c1ccc(C(F)(F)F)cc1)C=[NH+]2. For the total energy, the calculation gives -35236.835 eV. The calculation puts the largest force on an atom at 2.78 eV Å⁻¹.

The geometry in ORCA input format:
```
! RIJCOSX wB97M-V def2-TZVPD def2/J DEFGRID3
* xyz 1 1
N -7.7909 -0.7809 -1.0588
C -6.6608 -1.0531 -1.2058
C -5.2765 -1.3913 -1.4028
C -4.9029 -2.3810 -2.3285
C -3.5580 -2.7326 -2.4728
C -2.6388 -2.0776 -1.6672
C -2.9658 -1.0814 -0.7597
C -4.3003 -0.7119 -0.6519
C -1.6964 -0.6737 -0.0091
C -1.7289 -1.0057 1.4606
C -2.9269 -0.3250 2.1332
C -4.0412 -1.1299 2.4177
C -5.2735 -0.5497 2.7026
C -5.3855 0.8410 2.7849
C -4.2480 1.6404 2.6334
C -3.0268 1.0573 2.2691
C -0.3464 -0.7552 2.0839
C 0.5137 -1.8576 2.1927
C 1.8632 -1.6931 2.4809
C 2.3632 -0.4000 2.5993
C 3.8439 -0.1581 2.7036
F 4.2119 0.9962 2.0620
F 4.5740 -1.1718 2.1527
F 4.2406 -0.0405 4.0132
C 1.5128 0.6957 2.6330
C 0.1533 0.5131 2.3763
C -0.6662 -1.5220 -0.7083
N -1.2530 -2.2925 -1.6106
H -5.6743 -2.8513 -2.9377
H -3.2111 -3.4906 -3.1715
H -4.5990 0.0991 0.0155
H -1.4465 0.3907 -0.1733
H -1.9146 -2.0865 1.5549
H -3.9499 -2.2131 2.3374
H -6.1462 -1.1880 2.8540
H -6.3555 1.3014 2.9705
H -4.2916 2.7197 2.7832
H -2.1803 1.7049 2.0385
H 0.1233 -2.8621 2.0017
H 2.5202 -2.5532 2.5882
H 1.9030 1.6871 2.8411
H -0.4793 1.3953 2.3747
H 0.4081 -1.5315 -0.5259
H -0.7754 -2.9466 -2.2174
*
```

Here is a cluster of 2 separate species, C23H17BF3N2O12 in total from the OMol25 dataset. Energies are from wB97M-V/def2-TZVPD.

The value obtained for the energy relative to the best compared isomer or geometry (same formula, charge and spin) is 0.0 kcal per mole. The calculation puts the HOMO-LUMO gap at 7.62 eV. The value obtained for the molar mass is 581.2 g/mol. For the LUMO energy, the calculation gives 2.0237 eV. For the total energy, the calculation gives -60507.607 eV. The calculation puts the largest force on an atom at 1.51 eV Å⁻¹.

The geometry in ORCA input format:
```
! RIJCOSX wB97M-V def2-TZVPD def2/J DEFGRID3
* xyz -1 1
O -2.3945 3.2397 -2.0330
N -1.4677 2.8240 -1.4686
O -1.6023 1.4290 -1.2701
C -0.4167 0.8427 -0.8095
C 0.1381 -0.1244 -1.6606
C -0.5640 -0.4440 -2.9546
C -0.5015 0.7059 -3.9922
C 0.5220 0.4199 -5.0307
F 0.1541 -0.4325 -6.0190
C 1.7667 0.8659 -5.0135
F 2.2021 1.8412 -4.2356
F 2.7348 0.3965 -5.7857
C 1.3288 -0.7635 -1.2946
B 2.0241 -1.8482 -2.1996
O 3.2777 -1.6534 -2.6687
O 1.3346 -3.0062 -2.5891
C 1.8923 -0.3781 -0.0846
C 1.3083 0.5578 0.7502
C 0.1187 1.1911 0.4250
C -0.5034 2.1681 1.3928
O -1.5030 1.5476 2.1985
C -2.6871 1.2841 1.5638
C -3.5350 2.3118 1.1744
C -4.7192 2.0259 0.5152
C -5.0586 0.7080 0.2391
C -4.2168 -0.3147 0.6512
C -3.0296 -0.0347 1.3095
C 2.1970 0.6807 1.9585
O 1.8833 1.0130 3.0687
N 3.4811 0.1878 1.5516
C 4.2854 1.2946 0.8840
O 4.3443 2.3272 1.5389
O 4.7126 0.9519 -0.2322
C 3.1423 -0.8424 0.5986
O 3.6593 -1.9217 0.5133
H -1.6129 -0.6256 -2.7079
H -0.1895 -1.3705 -3.3798
H -0.2085 1.6276 -3.4903
H -1.4860 0.8769 -4.4258
H 3.4952 -2.3560 -3.2925
H 1.2293 -3.6326 -1.8676
H 0.2631 2.4953 2.0893
H -0.8762 3.0528 0.8747
H -3.2544 3.3361 1.3877
H -5.3584 2.8423 0.2058
H -5.9755 0.4974 -0.2947
H -4.4904 -1.3376 0.4264
H -2.3739 -0.8423 1.6118
C 0.8500 -2.9149 4.9851
C 1.2557 -1.5923 4.3649
O 0.7317 -1.7231 3.0345
C -0.2768 -2.6110 3.0503
O -1.0250 -2.8153 2.1478
O -0.3299 -3.2522 4.2458
H 0.6184 -2.8454 6.0447
H 1.5960 -3.6961 4.8271
H 0.7812 -0.7349 4.8412
H 2.3286 -1.4292 4.3301
*
```